# 1
# CH6N2O

A cluster of 2 separate species, CH6N2O in total in a non-equilibrium geometry (the ωB97M-V functional and the def2-TZVPD basis, OMol25).

```
10
CH6N2O | OMol25 | the ωB97M-V functional and the def2-TZVPD basis
O 1.84890 1.40513 -0.26083
H 2.06069 1.36495 0.66355
N -1.17230 0.30187 0.65605
C -0.84407 -0.77121 -0.18160
N 0.33486 -1.26174 -0.12567
H -0.39548 0.92958 0.81347
H -1.99453 0.74495 0.26287
H -1.58634 -1.02998 -0.95104
H 0.31267 -2.22599 -0.45113
H 1.43562 0.54244 -0.42568
```

Results
SMILES string: [H]/N=C/N.O
Largest force on an atom in eV/Å: 2.06
Kohn-Sham gap in Eh: 0.395
Charge: 0
LUMO in eV: 0.903
DFT total energy in hartree: -226.43629

=====

# 2
# CH6N2O2

A cluster of 3 separate species, CH6N2O2 in total in a non-equilibrium geometry (the ωB97M-V functional and the def2-TZVPD basis, OMol25).

```
11
CH6N2O2 | OMol25 | the ωB97M-V functional and the def2-TZVPD basis
C -0.39264 0.07137 -0.47533
N -2.22972 -0.00895 0.32642
N 2.37872 -0.28385 -0.17297
O -0.32980 0.77797 0.58429
O 1.46574 0.57031 -0.65445
H -2.64704 0.91933 0.38954
H -2.21491 -0.39610 1.26967
H 2.02025 -1.22527 -0.01465
H 2.85472 0.08806 0.64530
H -0.22345 -1.01051 -0.46149
H -0.68185 0.49764 -1.43634
```

Results
Largest force on an atom in eV/Å: 2.84
Kohn-Sham gap (alpha / beta) in Eh: 0.368 / 0.286
Charge: 0
LUMO (alpha / beta) in eV: 0.500 / -0.640
DFT total energy in hartree: -301.44290

=====

# 3
# CH6N2O2S

The molecule CH6N2O2S in a non-equilibrium geometry (the ωB97M-V functional and the def2-TZVPD basis, OMol25).

```
12
CH6N2O2S | OMol25 | the ωB97M-V functional and the def2-TZVPD basis
C 1.29275 -0.81994 -0.01209
N -2.58256 -0.46641 0.60443
N -0.75152 1.34691 0.20055
O -1.18423 -0.42619 -1.50574
O 0.07255 -0.88459 0.78110
S -1.25840 -0.17063 -0.03439
H 1.60618 -1.89659 -0.24371
H 2.09437 -0.28600 0.50265
H 0.93018 -0.21506 -0.84584
H -2.95757 -1.32289 0.54270
H -1.17132 2.04924 -0.43176
H -0.48873 1.70301 1.12258
```

Results
SMILES string: CO[S@@](=N)(N)=O
Largest force on an atom in eV/Å: 5.46
Kohn-Sham gap in Eh: 0.390
Charge: 0
LUMO in eV: 0.656
DFT total energy in hartree: -699.78770

=====

# 4
# CH6N2OS

The molecule CH6N2OS in a non-equilibrium geometry (the ωB97M-V functional and the def2-TZVPD basis, OMol25).

```
11
CH6N2OS | OMol25 | the ωB97M-V functional and the def2-TZVPD basis
C -1.32579 -0.65637 0.45225
N 2.33741 1.01658 0.31256
N -0.25044 0.31494 0.02558
O 1.55527 -1.28786 -0.66457
S 1.26916 -0.16795 0.16536
H -2.23846 -0.44282 -0.16128
H -0.82953 -1.60676 0.21699
H -1.49197 -0.63515 1.54811
H 2.96300 1.09067 -0.51232
H -0.61980 1.06764 -0.56353
H 1.00513 -0.72407 1.40800
```

Results
SMILES string: CN[S@H](=N)=O
Largest force on an atom in eV/Å: 3.98
Kohn-Sham gap in Eh: 0.373
Charge: 0
LUMO in eV: 0.792
DFT total energy in hartree: -624.53161

=====

# 5
# CH6N2OS

The molecule CH6N2OS in a non-equilibrium geometry (the ωB97M-V functional and the def2-TZVPD basis, OMol25).

```
11
CH6N2OS | OMol25 | the ωB97M-V functional and the def2-TZVPD basis
C 1.10062 -0.13236 1.22122
N -1.63746 -0.54376 -1.48027
N 0.16199 -0.52983 0.21976
O 0.36399 1.27852 -1.63687
S -0.53156 0.44175 -0.89207
H 0.71460 -0.39151 2.19687
H 2.06651 -0.56296 1.26214
H 1.32980 0.93635 1.31148
H -1.91659 -0.60231 -2.55474
H -0.47198 -1.26880 0.39096
H -1.17989 1.37491 -0.03848
```

Results
SMILES string: CN[S@H](=N)=O
Largest force on an atom in eV/Å: 3.86
Kohn-Sham gap in Eh: 0.379
Charge: 0
LUMO in eV: 0.765
DFT total energy in hartree: -624.52942

=====

# 6
# CH6N2OS

The molecule CH6N2OS in a non-equilibrium geometry (the ωB97M-V functional and the def2-TZVPD basis, OMol25).

```
11
CH6N2OS | OMol25 | the ωB97M-V functional and the def2-TZVPD basis
C -0.84472 -0.85129 -0.93770
N 1.66021 0.19645 -0.20689
N -0.15686 0.04095 1.61370
O -0.32457 1.73628 -0.41034
S 0.17818 0.40736 -0.04715
H -0.57274 -1.87955 -0.85699
H -1.83849 -0.51565 -0.74942
H -0.67175 -0.65506 -1.97960
H 2.08146 1.10541 -0.43004
H 0.52977 -0.54409 2.01706
H -0.04049 0.95921 1.98737
```

Results
SMILES string: C[S@](=N)(N)=O
Largest force on an atom in eV/Å: 2.89
Kohn-Sham gap in Eh: 0.378
Charge: 0
LUMO in eV: 0.874
DFT total energy in hartree: -624.56292

=====

# 7
# CH6N2OS

A cluster of 2 separate species, CH6N2OS in total in a non-equilibrium geometry (the ωB97M-V functional and the def2-TZVPD basis, OMol25).

```
11
CH6N2OS | OMol25 | the ωB97M-V functional and the def2-TZVPD basis
C 1.72760 -0.24995 0.27033
N -1.92152 1.38096 -0.42444
N 2.31941 0.76420 0.70756
O -1.46581 -1.36433 0.06588
S -2.24867 0.20096 0.48342
H 1.42628 -1.14475 0.84758
H 1.49858 -0.49971 -0.74015
H -2.70867 1.68850 -0.97451
H -2.04653 -2.08001 0.20073
H 2.35964 1.60606 0.16953
H -1.11768 0.47915 1.32427
```

Results
Largest force on an atom in eV/Å: 6.59
Kohn-Sham gap (alpha / beta) in Eh: 0.226 / 0.284
Charge: 0
Multiplicity: 3
LUMO (alpha / beta) in eV: 0.633 / -1.897
DFT total energy in hartree: -624.36448

=====

# 8
# CH6N2S

A cluster of 2 separate species, CH6N2S in total in a non-equilibrium geometry (the ωB97M-V functional and the def2-TZVPD basis, OMol25).

```
10
CH6N2S | OMol25 | the ωB97M-V functional and the def2-TZVPD basis
S -1.29065 -0.12318 1.10745
H -1.97435 -1.27591 0.96937
N 0.39454 -0.66556 -1.48492
C 1.15814 -0.19054 -0.44260
N 1.18452 1.18936 -0.23846
H -0.44175 -0.18050 -1.75480
H 0.36469 -1.66013 -1.62200
H 1.60067 -0.80190 0.32946
H 1.88281 1.53812 0.39544
H 0.28789 1.65047 -0.11586
```

Results
Largest force on an atom in eV/Å: 1.45
Kohn-Sham gap (alpha / beta) in Eh: 0.205 / 0.254
Charge: -1
Multiplicity: 2
LUMO (alpha / beta) in eV: 4.654 / 4.580
DFT total energy in hartree: -549.35235

=====

Repeat the fifth record exactly.
# CH6N2OS

The molecule CH6N2OS in a non-equilibrium geometry (the ωB97M-V functional and the def2-TZVPD basis, OMol25).

```
11
CH6N2OS | OMol25 | the ωB97M-V functional and the def2-TZVPD basis
C 1.10062 -0.13236 1.22122
N -1.63746 -0.54376 -1.48027
N 0.16199 -0.52983 0.21976
O 0.36399 1.27852 -1.63687
S -0.53156 0.44175 -0.89207
H 0.71460 -0.39151 2.19687
H 2.06651 -0.56296 1.26214
H 1.32980 0.93635 1.31148
H -1.91659 -0.60231 -2.55474
H -0.47198 -1.26880 0.39096
H -1.17989 1.37491 -0.03848
```

Results
SMILES string: CN[S@H](=N)=O
Largest force on an atom in eV/Å: 3.86
Kohn-Sham gap in Eh: 0.379
Charge: 0
LUMO in eV: 0.765
DFT total energy in hartree: -624.52942